Record 1
DFT (ωB97M-V/def2-TZVPD) results for a gas-phase ion, C11H11BrF6N3O (charge +1) in a non-equilibrium geometry.

```
33
Properties=species:S:1:pos:R:3:forces:R:3:mulliken_charge:R:1
C 0.636 -2.121 5.051 2.9 8.6 -3.1 -0.250
C 1.116 -0.826 4.690 -3.5 -9.0 0.4 -0.280
C 1.576 0.416 3.670 0.4 0.1 2.0 -0.378
C 0.312 1.283 3.089 0.7 0.6 -0.5 -0.512
C -0.932 0.394 2.500 -1.3 0.3 -0.2 -0.563
C -1.183 0.548 0.879 -0.8 0.9 0.7 0.205
N -2.093 1.627 0.324 4.7 -6.3 -1.3 0.165
Br -3.096 2.962 1.185 0.8 -1.0 -0.5 0.210
N -2.128 1.460 -1.065 3.6 -4.4 -0.4 -0.489
C -1.234 0.266 -1.458 -2.4 3.5 1.9 0.241
C -1.135 -0.142 -3.043 -0.4 0.6 0.5 -0.640
C 0.385 -0.402 -3.598 -0.1 -1.5 -0.3 0.087
O 0.237 -1.280 -4.806 -0.2 0.3 2.3 -0.559
C 1.200 0.957 -4.042 1.6 0.2 -2.4 0.660
F 2.590 0.943 -3.454 -4.9 0.5 -1.7 -0.254
F 0.495 2.227 -3.747 2.6 -4.3 -0.9 -0.233
F 1.419 0.829 -5.532 -0.7 1.2 5.2 -0.245
N -0.617 -0.339 -0.208 -3.6 3.8 -0.5 0.299
C 0.308 -1.535 -0.166 2.1 -2.0 0.8 0.701
F 1.696 -1.010 -0.382 -5.0 -2.2 0.5 -0.218
F -0.082 -2.555 -1.211 1.5 4.2 3.7 -0.220
F 0.332 -2.268 1.121 -0.4 3.1 -4.7 -0.192
H 0.185 -3.194 5.316 1.4 3.2 -0.4 0.341
H 2.191 1.159 4.374 -1.4 -1.6 -1.6 0.321
H 2.342 0.065 2.846 -1.9 0.3 1.7 0.276
H 0.738 1.962 2.204 -0.8 -1.5 1.9 0.314
H -0.066 2.056 3.917 0.7 -2.0 -1.8 0.333
H -1.919 0.823 3.019 2.0 -1.0 -1.4 0.328
H -0.904 -0.745 2.767 0.3 2.2 -0.5 0.311
H -1.638 0.747 -3.661 1.1 -1.9 1.6 0.299
H -1.821 -1.094 -3.208 1.7 1.9 0.4 0.378
H 1.087 -0.994 -2.869 -1.4 1.5 -1.1 0.220
H 0.005 -2.219 -4.504 0.6 2.0 -0.3 0.340
```
Positions in Å, forces in eV/Å.

Properties
Charge: +1
HOMO-LUMO gap in eV: 6.9
Max |F| in eV/A: 9.67

Record 2
DFT (ωB97M-V/def2-TZVPD) results for 2 unconnected molecules or ions with the total composition C3H12NOS.

```
18
Properties=species:S:1:pos:R:3:forces:R:3:mulliken_charge:R:1
C -0.669 0.921 1.941 0.0 -0.6 -0.4 -1.443
C 0.075 0.123 0.864 0.4 0.3 0.5 0.336
C -0.742 -0.094 -0.404 -0.4 0.0 -0.3 -0.730
S -0.157 -1.490 -1.424 0.0 0.0 0.0 -0.264
N 0.501 -1.210 1.485 0.0 0.2 -0.1 -0.208
H -1.243 1.717 1.485 0.1 0.3 -0.1 0.362
H -1.403 0.268 2.415 -0.1 0.0 0.1 0.466
H 0.006 1.310 2.696 0.0 0.1 0.0 0.384
H 1.026 0.605 0.619 -0.3 0.0 -0.2 0.241
H -0.646 0.782 -1.028 0.3 0.4 0.1 0.216
H -1.815 -0.132 -0.205 0.1 -0.5 0.2 0.453
H -1.294 -2.196 -1.494 0.0 0.1 0.1 0.208
H 0.414 -1.941 0.760 -0.1 -0.1 -0.1 0.249
H -0.056 -1.433 2.308 -0.1 -0.1 -0.1 0.369
H 1.479 -1.190 1.766 0.1 0.0 0.1 0.349
H 0.335 2.913 -1.870 0.1 0.2 -0.1 0.311
H 1.577 3.515 -1.196 0.0 0.0 -0.1 0.305
O 1.048 2.713 -1.255 -0.2 -0.3 0.2 -0.604
```
Positions in Å, forces in eV/Å.

Properties
ΔE to the lowest compared entry with this formula, charge and spin in kJ/mol: 28.0
Charge: +1
HOMO-LUMO gap in eV: 10.4
Max |F| in eV/A: 0.74

Question: max |F| of number 2 (C3H12NOS)?
Answer: 0.74 eV/A